Below is a gas-phase ion, C3H3N2S (charge +1), with properties calculated with ωB97M-V with the def2-TZVPD basis set.

Each line ends with the Mulliken spin population.
Cartesian coordinates (Å):
C  -0.9239  0.9377  0.2401  0.859
C  0.6431  0.1600  1.3804  0.160
C  0.7711  -0.3199  0.0381  0.000
N  -0.4536  1.0203  1.3789  0.480
N  -0.3076  0.2837  -0.6735  0.346
S  -0.7427  0.0125  -2.3932  0.115
H  1.2072  -0.0717  2.2721  0.008
H  1.4118  -1.0136  -0.3600  0.006
H  -1.6054  -1.0092  -1.8829  0.025

For the energy above the lowest of the compared OMol25 structures with the same formula, charge and spin, the calculation gives 1.456 eV. The orbital gap (alpha / beta) is 10.14 / 4.80 eV. As for the net charge: +1. The strongest force on any atom comes out at 6.32 eV Å⁻¹. As for the spin multiplicity: 3.

Below is a single C3H3N3 molecule, with properties calculated with ωB97M-V with the def2-TZVPD basis set.

Each line ends with the natural charge from an NBO analysis.
Cartesian coordinates (Å):
C  -1.0856  -0.2738  -0.5658  -0.106
C  -1.0546  0.3272  0.6904  0.074
N  -0.0147  1.1817  0.4544  -0.258
N  1.1968  0.5991  0.3122  -0.035
N  1.2025  -0.6282  -0.0882  -0.275
C  -0.0324  -1.1755  -0.3000  -0.062
H  -1.9793  -0.4792  -1.1521  0.214
H  -1.9192  0.6917  1.2448  0.210
H  -0.0870  -2.2508  -0.4701  0.238

For the energy above the lowest of the compared OMol25 structures with the same formula, charge and spin, the calculation gives 5.605 eV. As for the structure (SMILES): c1cnnnc1. The orbital gap (alpha / beta) is 8.11 / 8.11 eV. As for the net charge: 0. The strongest force on any atom comes out at 5.80 eV Å⁻¹. As for the spin multiplicity: 1.

Below is a molecular structure, C3H3N3, with properties calculated with ωB97M-V with the def2-TZVPD basis set.

Each line ends with the natural charge from an NBO analysis.
Cartesian coordinates (Å):
C  -0.9120  0.0109  -0.0965  0.443
C  0.8193  0.9055  -0.0558  0.095
C  1.2463  -0.5903  0.0863  0.015
H  -2.5459  -1.0110  0.1462  0.355
H  1.5180  1.7764  -0.0156  0.178
H  2.2549  -1.2172  0.2929  0.253
N  -2.1232  0.0050  0.0583  -0.524
N  -0.2988  1.2384  -0.1363  -0.402
N  0.0412  -1.1178  -0.2795  -0.413

For the energy above the lowest of the compared OMol25 structures with the same formula, charge and spin, the calculation gives 3.246 eV. The orbital gap is 9.87 eV. As for the net charge: 0. The strongest force on any atom comes out at 13.13 eV Å⁻¹. As for the spin multiplicity: 1.